(1)
{
  "formula": "C46H45N7O16",
  "method": "ωB97M-V/def2-TZVPD",
  "smiles": "O=[N+]([O-])c1ccccc1.O=[N+]([O-])c1ccccc1.O=[N+]([O-])c1ccccc1.O=[N+]([O-])c1ccccc1.O=[N+]([O-])c1ccccc1.O=[N+]([O-])c1ccccc1.O=[N+]([O-])c1ccccc1.COCCOC",
  "homo_energy_ev": -9.5,
  "de_lowest_kcal_mol": 72.43,
  "symbols": ["C", "C", "C", "C", "C", "C", "N", "O", "O", "H", "H", "H", "H", "H", "C", "C", "C", "C", "C", "C", "N", "O", "O", "H", "H", "H", "H", "H", "C", "C", "C", "C", "C", "C", "N", "O", "O", "H", "H", "H", "H", "H", "C", "C", "C", "C", "C", "C", "N", "O", "O", "H", "H", "H", "H", "H", "C", "C", "C", "C", "C", "C", "N", "O", "O", "H", "H", "H", "H", "H", "C", "C", "C", "C", "C", "C", "N", "O", "O", "H", "H", "H", "H", "H", "C", "C", "C", "C", "C", "C", "N", "O", "O", "H", "H", "H", "H", "H", "C", "O", "C", "C", "O", "C", "H", "H", "H", "H", "H", "H", "H", "H", "H", "H"],
  "positions_angstrom": [[-5.2361, 0.9124, -3.0310], [-4.6528, 1.1734, -1.7994], [-4.8566, 2.3999, -1.2289], [-5.6773, 3.3978, -1.8528], [-6.2161, 3.0573, -3.0949], [-6.0449, 1.8243, -3.6527], [-5.7805, 4.7981, -1.2970], [-5.1402, 5.0683, -0.2594], [-6.4376, 5.6272, -1.9312], [-4.9957, -0.0215, -3.5173], [-4.0104, 0.4497, -1.3198], [-4.2240, 2.6434, -0.3881], [-6.7691, 3.8487, -3.5790], [-6.4929, 1.5692, -4.6017], [3.8042, -8.0365, 0.5670], [2.5888, -7.5490, 0.1375], [2.5100, -6.4382, -0.6227], [3.5771, -5.8286, -1.1240], [4.8083, -6.4281, -0.9196], [4.9115, -7.5518, -0.0416], [3.3623, -4.6631, -1.9800], [4.3396, -4.2759, -2.6137], [2.2325, -4.1963, -2.0741], [3.9530, -8.7645, 1.3508], [1.6998, -7.8912, 0.6464], [1.5345, -5.9831, -0.7105], [5.7010, -5.9322, -1.2710], [5.9141, -7.8808, 0.1883], [1.2578, 0.0647, 3.5362], [0.7106, -0.9801, 4.2095], [-0.6078, -1.2560, 4.2251], [-1.5344, -0.3338, 3.6867], [-1.0040, 0.7980, 3.0775], [0.3820, 1.0286, 3.1254], [-3.0559, -0.5528, 3.8568], [-3.3702, -1.7412, 4.1312], [-3.8288, 0.4028, 3.6999], [2.3347, 0.1165, 3.4735], [1.3635, -1.6489, 4.7506], [-0.9739, -2.0825, 4.8160], [-1.7540, 1.5076, 2.7607], [0.6811, 2.0114, 2.7922], [3.4204, 2.8860, 3.5094], [4.5523, 2.0361, 3.4697], [5.1878, 1.7186, 2.2980], [4.7222, 2.2357, 1.0824], [3.5954, 3.0513, 1.0887], [2.9337, 3.3741, 2.3028], [5.4584, 1.8812, -0.1573], [6.2610, 0.9656, -0.0999], [5.2297, 2.5240, -1.1731], [2.8677, 3.1611, 4.3955], [4.8964, 1.5373, 4.3636], [6.0388, 1.0664, 2.1684], [3.3143, 3.5274, 0.1609], [2.0925, 4.0279, 2.4800], [2.6901, 0.6174, -2.0015], [2.1256, -0.5984, -1.8562], [0.9723, -0.7779, -1.1248], [0.2158, 0.3706, -0.7934], [0.7724, 1.6397, -1.0261], [2.0481, 1.7960, -1.5774], [-1.2002, 0.2100, -0.2838], [-1.8835, 1.2085, 0.0495], [-1.7639, -0.8873, -0.2504], [3.6618, 0.6470, -2.4719], [2.5673, -1.5349, -2.1632], [0.5695, -1.7712, -0.9924], [0.2761, 2.5273, -0.6623], [2.4322, 2.7753, -1.8218], [4.4415, -2.6580, 2.2511], [4.4306, -2.0851, 0.9637], [5.4109, -2.5683, 0.1091], [6.3628, -3.5050, 0.4974], [6.3736, -4.0222, 1.8516], [5.4610, -3.5194, 2.7339], [7.4896, -3.8784, -0.3271], [7.5179, -3.4174, -1.4161], [8.3646, -4.5912, 0.1189], [3.6324, -2.4424, 2.9333], [3.6756, -1.4258, 0.5616], [5.5220, -2.0479, -0.8307], [7.1886, -4.6574, 2.1655], [5.2296, -4.0368, 3.6532], [-1.5756, 4.1752, -1.9025], [-1.8204, 3.4883, -3.0591], [-1.8535, 4.1762, -4.2920], [-1.7849, 5.5833, -4.2590], [-1.6235, 6.2258, -3.0448], [-1.5565, 5.5519, -1.8513], [-1.8548, 6.3371, -5.5376], [-1.7802, 7.4903, -5.6105], [-1.8311, 5.5632, -6.5421], [-1.4223, 3.7980, -0.9022], [-1.7605, 2.4286, -2.8595], [-1.8392, 3.6731, -5.2475], [-1.3886, 7.2755, -3.1422], [-1.3456, 5.9866, -0.8854], [-6.6581, 1.8716, 2.1423], [-7.1953, 0.5544, 1.7991], [-6.4781, -0.0812, 0.7592], [-6.5796, -1.5557, 0.8244], [-6.1145, -2.1847, -0.3955], [-4.7653, -2.7476, -0.5525], [-7.3016, 2.2148, 2.9524], [-6.6043, 2.5432, 1.2855], [-5.6549, 1.8090, 2.5638], [-5.4011, 0.0496, 0.6538], [-6.7423, 0.2344, -0.2500], [-7.6127, -1.8090, 1.0626], [-6.1023, -2.0051, 1.6953], [-4.0765, -1.9443, -0.8140], [-5.0003, -3.5294, -1.2749], [-4.4346, -3.1959, 0.3844]],
  "forces_ev_per_angstrom": [[0.48, -1.07, 0.27], [-0.28, 0.08, -0.71], [-0.07, 2.18, 0.32], [1.37, -1.70, 0.12], [-0.78, 2.32, 1.08], [0.11, -0.40, -0.53], [0.66, 0.65, 0.34], [-1.21, -0.83, -1.82], [0.74, -1.35, 0.80], [-0.22, -0.18, -0.05], [0.08, 0.03, 0.03], [-0.42, 0.21, 0.43], [-0.22, -0.11, -0.25], [-0.03, 0.18, -0.08], [0.03, -0.79, -0.09], [-0.52, -0.90, 2.30], [-3.47, 0.26, 0.41], [1.93, -0.14, -0.85], [0.69, -0.10, 0.86], [1.36, 2.40, -1.53], [0.74, 0.29, -0.91], [-0.84, 0.06, 0.58], [0.80, -0.10, 0.26], [-0.49, -0.27, -0.07], [-0.21, -0.18, -0.24], [-0.06, 0.01, -0.41], [0.08, -0.23, -0.32], [-0.02, -0.18, 0.07], [0.39, 0.82, 0.31], [1.20, -1.86, 0.30], [-3.03, 0.26, 0.81], [0.68, -0.40, -0.04], [-1.04, -0.28, 1.37], [-1.22, 1.01, -1.51], [0.15, -1.21, -0.22], [0.36, 3.08, -0.57], [1.63, -1.94, 0.34], [0.04, 0.54, 0.01], [0.12, -0.27, -0.12], [-0.09, -0.15, -0.16], [0.37, 0.44, -0.30], [0.38, -0.15, -0.33], [0.82, -0.79, -1.25], [-0.69, 0.00, 0.91], [0.09, -0.04, -1.60], [-0.69, 0.28, 1.25], [-0.10, 0.78, -0.03], [1.11, -0.45, 0.31], [-0.05, 0.25, -0.45], [-0.38, 0.29, 0.17], [-0.17, -0.21, 0.68], [0.34, -0.24, 0.32], [0.10, 0.23, 0.24], [0.09, -0.16, 0.70], [-0.23, -0.11, -0.02], [-0.19, 0.21, -1.15], [0.99, 1.98, -0.54], [-0.40, -2.02, 1.28], [-2.18, 1.00, -0.29], [0.57, -0.62, -0.10], [-0.09, 0.24, 0.79], [-0.89, -1.62, -0.44], [-2.50, 0.58, 0.64], [2.30, -0.62, -0.73], [2.01, 0.53, -0.40], [0.08, 0.34, -0.17], [0.53, 0.18, -0.34], [-0.11, 0.01, 0.15], [-0.37, -0.08, -0.21], [0.15, -0.04, 0.26], [-0.07, 0.56, -0.11], [0.63, -1.95, 1.24], [1.07, 0.64, -0.78], [-0.65, -0.37, 3.46], [0.85, 1.20, -2.02], [-2.34, -0.26, -1.04], [0.19, -0.22, 0.70], [-0.09, 1.00, -2.53], [0.03, -0.52, 0.68], [-0.10, 0.22, 0.12], [-0.07, 0.16, 0.37], [0.04, -0.45, -0.40], [-0.16, -0.27, -0.15], [0.59, 0.32, 0.45], [-0.66, 1.40, 1.44], [0.98, -0.08, -0.41], [-0.05, 0.10, 0.65], [-0.45, -1.51, 0.79], [0.35, 1.68, -0.92], [0.59, -0.21, -0.47], [1.17, -5.93, -1.93], [-0.18, 3.78, 0.54], [-0.48, 1.53, 1.48], [-0.25, -1.20, -0.26], [-0.33, -0.40, -1.13], [-0.34, -0.08, 0.11], [-0.43, 0.36, 0.38], [-0.11, 0.57, -0.22], [-0.35, -1.27, 0.25], [1.37, 0.85, -0.26], [0.91, 0.27, -0.89], [-0.21, -1.83, 0.26], [-0.29, 0.31, 0.43], [-2.18, 0.77, 1.13], [-0.10, 0.32, -0.36], [-0.40, 0.04, -0.06], [0.16, -0.34, -0.09], [0.55, 0.99, 1.14], [-0.97, 0.20, -0.07], [-0.40, -0.34, -0.87], [0.75, 0.28, 0.10], [0.15, -0.36, -0.45], [0.90, 0.20, -0.24], [0.07, -0.10, 0.09]]
}

=====

(2)
{
  "formula": "C46H47BrI2N6O2W",
  "method": "ωB97M-V/def2-TZVPD",
  "charge": 2,
  "homo_energy_ev": [-12.8, -12.8],
  "de_lowest_kcal_mol": 24.30,
  "symbols": ["W", "C", "C", "N", "C", "C", "C", "C", "C", "C", "C", "N", "C", "C", "C", "C", "C", "C", "C", "C", "N", "C", "H", "H", "H", "H", "H", "H", "H", "H", "H", "H", "H", "H", "C", "C", "C", "C", "C", "C", "C", "Br", "C", "O", "C", "C", "C", "C", "C", "C", "H", "H", "H", "H", "H", "H", "H", "H", "H", "H", "H", "H", "H", "H", "H", "H", "H", "H", "H", "H", "I", "C", "I", "H", "H", "C", "C", "C", "C", "C", "N", "C", "O", "N", "C", "C", "C", "C", "N", "C", "C", "C", "H", "H", "H", "H", "H", "H", "H", "H", "H", "H", "H", "H", "H"],
  "positions_angstrom": [[0.5340, -0.2393, 0.3134], [-0.8970, 0.9211, 4.5670], [-0.1019, 0.6573, 3.4512], [-0.5851, 0.3495, 2.2653], [-1.9374, 0.3514, 2.1259], [-2.8196, 0.6549, 3.1772], [-2.2587, 0.9158, 4.4387], [-4.2021, 0.7372, 2.8977], [-4.6468, 0.5565, 1.6217], [-3.7601, 0.2563, 0.5700], [-2.4161, 0.1248, 0.8200], [-1.3799, -0.0877, -0.1079], [-1.7265, -0.2165, -1.4928], [-2.7513, -0.9698, -2.0024], [-2.9785, -0.9979, -3.3947], [-2.1912, -0.2892, -4.2565], [-1.1015, 0.4623, -3.7610], [-0.2004, 1.2025, -4.5598], [0.8450, 1.8503, -3.9663], [1.0263, 1.7388, -2.5760], [0.2072, 1.0604, -1.8111], [-0.8625, 0.4601, -2.3769], [-0.4160, 1.1504, 5.5072], [0.9720, 0.7367, 3.5438], [-2.9037, 1.1399, 5.2799], [-4.8871, 0.9827, 3.6989], [-5.6986, 0.6575, 1.3902], [-4.1650, 0.1778, -0.4260], [-3.4040, -1.5420, -1.3563], [-3.7989, -1.5918, -3.7744], [-2.3794, -0.3116, -5.3222], [-0.3461, 1.2481, -5.6320], [1.5464, 2.4344, -4.5456], [1.8699, 2.2153, -2.0896], [4.2641, -4.8823, -5.1413], [3.9568, -3.4219, -5.5040], [2.8734, -3.3781, -6.5914], [5.2258, -2.7730, -6.0565], [3.4451, -2.7081, -4.2583], [2.2598, -3.1252, -3.6608], [1.7841, -2.4706, -2.5534], [0.1993, -3.1064, -1.7830], [2.4553, -1.3872, -1.9675], [1.7605, -0.7409, -0.9457], [3.6869, -0.9783, -2.5017], [4.1126, -1.6609, -3.6512], [4.6587, 0.1159, -2.0308], [4.2758, 0.7726, -0.7183], [6.0482, -0.5084, -1.8072], [4.7494, 1.2033, -3.1130], [4.6200, -5.4160, -6.0238], [3.3792, -5.4042, -4.7731], [5.0383, -4.9404, -4.3741], [3.2358, -3.8744, -7.4925], [2.6210, -2.3477, -6.8511], [1.9593, -3.8885, -6.2829], [5.5312, -3.2967, -6.9625], [6.0579, -2.8348, -5.3519], [5.0662, -1.7251, -6.3209], [1.7058, -3.9666, -4.0541], [5.0382, -1.3303, -4.0941], [4.2558, 0.0290, 0.0782], [3.3193, 1.2816, -0.7791], [5.0281, 1.5163, -0.4514], [6.0061, -1.2651, -1.0210], [6.7416, 0.2722, -1.4898], [6.4620, -0.9705, -2.7008], [3.7669, 1.6342, -3.3194], [5.1472, 0.8175, -4.0519], [5.4088, 2.0050, -2.7767], [1.2879, 2.2772, 0.8455], [2.1369, -0.6844, 1.7209], [3.0902, -2.5704, 1.3557], [1.9482, -0.6286, 2.7822], [2.9017, 0.0437, 1.4855], [-5.7227, -2.3888, 6.2001], [-5.2866, -3.3035, 5.0908], [-5.3795, -2.9232, 3.7583], [-4.9894, -3.7650, 2.7249], [-4.4820, -5.0213, 3.0218], [-4.0834, -5.9490, 2.0214], [-3.6262, -5.7040, 0.7591], [-3.7814, -6.4590, -0.1691], [-2.9509, -4.4794, 0.5391], [-1.9825, -3.8790, 1.3320], [-1.5998, -4.3019, 2.6018], [-0.6245, -3.5758, 3.2544], [-0.0175, -2.5020, 2.6416], [-0.3381, -2.1000, 1.4003], [-1.3333, -2.7711, 0.8013], [-4.3866, -5.4230, 4.3520], [-4.7885, -4.5754, 5.3683], [-6.2316, -1.5078, 5.8086], [-4.8695, -2.0549, 6.7943], [-6.4102, -2.8946, 6.8781], [-5.8033, -1.9576, 3.5112], [-5.1184, -3.4526, 1.6974], [-4.4643, -6.8818, 2.1037], [-2.8056, -4.3836, -0.4568], [-2.0432, -5.1715, 3.0645], [-0.3014, -3.8603, 4.2459], [0.7476, -1.9655, 3.1683], [-1.6254, -2.4385, -0.1819], [-4.0027, -6.4090, 4.5874], [-4.7214, -4.9134, 6.3955]],
  "forces_ev_per_angstrom": [[0.21, 0.52, -0.61], [-0.05, 0.03, 0.16], [0.30, 0.08, 0.12], [-0.17, -0.06, -0.06], [-0.14, 0.02, -0.06], [0.05, -0.06, -0.14], [0.03, 0.04, 0.11], [-0.05, 0.00, 0.07], [-0.12, -0.01, -0.02], [-0.01, 0.02, -0.05], [0.07, -0.06, 0.10], [-0.56, 0.10, -0.19], [0.05, -0.07, 0.07], [-0.01, 0.01, 0.06], [-0.04, -0.03, -0.04], [-0.02, -0.02, -0.05], [0.03, 0.03, 0.10], [-0.01, -0.01, -0.04], [0.02, 0.03, -0.04], [0.10, 0.02, 0.06], [-0.01, -0.18, 0.14], [-0.07, 0.02, -0.10], [-0.01, 0.00, -0.01], [-0.04, 0.02, 0.00], [0.02, -0.01, -0.01], [-0.01, -0.02, 0.00], [0.00, 0.01, 0.03], [0.04, 0.01, 0.00], [0.04, -0.02, 0.00], [0.01, 0.01, 0.00], [0.00, 0.00, 0.01], [-0.01, 0.00, 0.01], [0.00, -0.01, 0.01], [-0.04, 0.01, 0.00], [0.00, -0.02, 0.00], [0.02, 0.01, -0.02], [-0.02, 0.00, 0.00], [0.02, 0.00, 0.00], [0.05, 0.04, 0.01], [-0.07, -0.11, 0.01], [0.17, 0.01, -0.11], [-0.02, -0.05, -0.11], [-0.17, 0.35, -0.04], [0.29, -0.77, 0.20], [-0.03, -0.01, -0.04], [-0.05, -0.02, 0.01], [0.05, 0.02, 0.00], [-0.01, -0.01, 0.05], [0.00, -0.02, 0.01], [0.01, -0.01, -0.02], [0.00, 0.01, 0.01], [0.01, 0.00, -0.01], [-0.01, 0.00, 0.00], [0.00, 0.00, 0.01], [0.00, -0.01, 0.00], [0.01, 0.01, 0.00], [0.00, 0.00, 0.01], [-0.02, 0.00, 0.00], [0.00, -0.01, 0.00], [-0.02, 0.02, 0.01], [0.01, -0.02, 0.02], [-0.04, 0.00, 0.04], [0.00, -0.01, 0.02], [-0.01, 0.00, -0.02], [0.00, 0.00, -0.02], [-0.01, -0.01, 0.00], [0.00, 0.01, -0.01], [0.03, 0.00, 0.00], [-0.02, 0.02, 0.02], [0.00, -0.01, 0.00], [-0.06, 0.25, 0.16], [0.13, -0.04, 0.08], [-0.06, 0.03, 0.07], [0.06, -0.03, -0.01], [0.10, 0.02, 0.02], [-0.03, 0.04, 0.01], [0.01, -0.02, -0.01], [0.02, 0.04, -0.03], [-0.03, -0.04, 0.01], [-0.03, 0.04, 0.07], [-0.02, -0.14, -0.02], [-0.09, 0.11, -0.01], [0.04, -0.01, 0.02], [-0.02, -0.06, -0.10], [0.06, -0.01, 0.07], [-0.02, -0.06, 0.04], [0.03, -0.03, 0.03], [0.13, 0.05, 0.02], [0.00, -0.23, 0.06], [-0.05, 0.07, -0.15], [0.02, 0.03, 0.00], [-0.01, -0.01, 0.00], [0.02, -0.01, 0.01], [-0.01, -0.01, 0.00], [0.01, 0.00, 0.00], [0.00, 0.04, 0.00], [0.02, -0.02, -0.02], [0.00, 0.02, -0.03], [0.00, 0.01, 0.01], [0.08, 0.06, -0.04], [0.00, 0.02, 0.00], [0.01, 0.02, 0.00], [-0.07, 0.04, 0.11], [0.00, 0.00, -0.01], [0.00, 0.01, 0.00]]
}